Computed, not measured: a molecular structure, C11H9F3N4S3TeTi, with wB97M-V/def2-TZVPD.

Output
Orbital gap, eV: 6.4
E_LUMO, eV: -0.584

Last column: Mulliken charge in e.
Cartesian coordinates (Å):
Ti  1.196  -0.392  1.109  0.038
F  -3.515  -2.165  1.869  -0.222
C  -3.852  -1.362  0.853  0.568
F  -3.852  -2.107  -0.263  -0.221
F  -5.120  -0.972  1.061  -0.300
C  -2.927  -0.184  0.734  -0.088
C  -3.410  1.107  0.732  -0.165
C  -2.532  2.183  0.641  -0.911
C  -1.180  1.913  0.562  -0.300
N  -0.714  0.665  0.504  0.077
C  -1.547  -0.378  0.585  0.693
S  -0.659  -1.892  0.618  -0.412
H  -4.473  1.281  0.825  0.508
H  -2.889  3.201  0.659  0.399
H  -0.433  2.698  0.567  0.389
S  0.648  1.810  4.936  -0.405
C  1.002  1.442  3.437  0.553
N  1.259  1.183  2.304  -0.430
Te  2.216  -2.285  2.702  -0.091
C  2.257  -2.253  -1.816  -0.763
N  2.184  -0.806  -1.963  0.385
C  2.572  -0.091  -3.077  -0.152
C  2.435  1.217  -2.774  -0.666
N  1.954  1.257  -1.481  0.035
C  1.810  0.013  -0.974  0.013
S  3.475  -0.885  1.258  -0.391
H  2.404  -2.698  -2.798  0.289
H  1.321  -2.612  -1.388  0.226
H  3.080  -2.502  -1.147  0.299
H  2.905  -0.578  -3.975  0.423
H  2.627  2.104  -3.348  0.433
H  1.758  2.088  -0.952  0.190